# 1
{
  "formula": "C26H63AlBrF4O6",
  "method": "ωB97M-V/def2-TZVPD",
  "symbols": ["F", "C", "F", "C", "F", "F", "Al", "Br", "H", "H", "H", "C", "C", "O", "C", "C", "H", "H", "H", "H", "H", "H", "H", "H", "H", "H", "C", "C", "O", "C", "C", "H", "H", "H", "H", "H", "H", "H", "H", "H", "H", "C", "C", "O", "C", "C", "H", "H", "H", "H", "H", "H", "H", "H", "H", "H", "C", "C", "O", "C", "C", "H", "H", "H", "H", "H", "H", "H", "H", "H", "H", "C", "C", "O", "C", "C", "H", "H", "H", "H", "H", "H", "H", "H", "H", "H", "C", "C", "O", "C", "C", "H", "H", "H", "H", "H", "H", "H", "H", "H", "H"],
  "coordinates": [[-7.1831, 0.6034, -6.6383], [-6.4898, -0.3958, -7.5051], [-6.3682, 0.0787, -8.9339], [-5.0109, -0.8436, -6.9572], [-4.1616, -1.4010, -8.0758], [-5.1670, -1.8664, -5.8648], [-3.8999, 0.6883, -6.1338], [-4.4575, 1.1000, -3.7758], [-7.1454, -1.3915, -7.5624], [-3.9288, 2.0384, -6.9877], [-2.3679, 0.1826, -6.1853], [0.8179, -2.0321, -4.4359], [1.2320, -0.6784, -4.9847], [0.2182, 0.3188, -4.8628], [-0.2169, 0.6222, -3.5398], [0.8932, 1.1352, -2.6390], [-0.0897, -2.3872, -4.9350], [1.6150, -2.7668, -4.5925], [0.6072, -1.9913, -3.3651], [1.4414, -0.7807, -6.0548], [2.1618, -0.3296, -4.5218], [-0.7145, -0.2474, -3.0978], [-0.9821, 1.3994, -3.6330], [1.6827, 0.3925, -2.4998], [0.4964, 1.3905, -1.6512], [1.3572, 2.0277, -3.0735], [1.9398, 1.5221, 2.5486], [0.7060, 1.0068, 1.8293], [1.0032, 0.0921, 0.7746], [1.6877, -1.1020, 1.1452], [0.9249, -1.9527, 2.1459], [2.6218, 2.0062, 1.8418], [1.6568, 2.2491, 3.3174], [2.4932, 0.7175, 3.0374], [0.1860, 1.8539, 1.3697], [-0.0035, 0.5552, 2.5315], [2.6909, -0.8628, 1.5133], [1.8275, -1.6800, 0.2262], [0.7664, -1.4280, 3.0914], [1.4757, -2.8736, 2.3628], [-0.0619, -2.2175, 1.7498], [4.5042, -1.9203, 6.0743], [4.9183, -0.5666, 5.5254], [3.9044, 0.4307, 5.6473], [3.4694, 0.7340, 6.9704], [4.5794, 1.2471, 7.8711], [3.5965, -2.2754, 5.5751], [5.3013, -2.6549, 5.9176], [4.2934, -1.8795, 7.1450], [5.1276, -0.6689, 4.4554], [5.8480, -0.2178, 5.9883], [2.9718, -0.1356, 7.4123], [2.7042, 1.5112, 6.8771], [5.3690, 0.5043, 8.0103], [4.1826, 1.5023, 8.8590], [5.0435, 2.1396, 7.4366], [2.5558, 5.3029, -0.5866], [3.9000, 4.6518, -0.8596], [3.9537, 3.9598, -2.1068], [3.7264, 4.7424, -3.2763], [4.7275, 5.8706, -3.4550], [1.7555, 4.5559, -0.6118], [2.5577, 5.7823, 0.3982], [2.3136, 6.0662, -1.3291], [4.0956, 3.9068, -0.0812], [4.7147, 5.3817, -0.7978], [2.6989, 5.1208, -3.2829], [3.8082, 4.0608, -4.1290], [4.6816, 6.5914, -2.6349], [4.5315, 6.4111, -4.3867], [5.7489, 5.4750, -3.4855], [-8.6588, 4.1996, -1.2080], [-7.7145, 3.3058, -1.9919], [-6.5945, 2.8553, -1.2302], [-6.8873, 2.0823, -0.0690], [-7.6485, 0.8025, -0.3684], [-8.1246, 5.0709, -0.8148], [-9.4744, 4.5485, -1.8505], [-9.1033, 3.6779, -0.3578], [-7.3091, 3.8746, -2.8353], [-8.2448, 2.4504, -2.4248], [-7.4178, 2.6946, 0.6677], [-5.9252, 1.8220, 0.3837], [-8.6266, 1.0032, -0.8126], [-7.8098, 0.2300, 0.5507], [-7.0893, 0.1812, -1.0768], [3.0938, -7.8121, 3.4999], [2.1333, -6.8647, 4.1963], [1.5398, -5.9093, 3.3175], [0.7614, -6.4330, 2.2444], [-0.4190, -7.2710, 2.7040], [3.8890, -7.2515, 2.9974], [3.5498, -8.4939, 4.2258], [2.5923, -8.4178, 2.7422], [2.6855, -6.2937, 4.9501], [1.3550, -7.4146, 4.7368], [1.3999, -6.9943, 1.5543], [0.3845, -5.5722, 1.6828], [-0.1000, -8.1548, 3.2622], [-1.0035, -7.6121, 1.8434], [-1.0706, -6.6861, 3.3628]],
  "atomic_forces_ev_per_a": [[2.4, -2.7, -2.7], [-0.6, -2.0, -1.2], [-0.4, -0.7, 4.2], [0.5, 0.7, 0.4], [-2.8, 0.6, 2.5], [-0.3, 1.5, -3.1], [1.1, 0.1, 0.3], [-0.1, -0.1, -0.6], [0.9, 2.6, 0.1], [-0.5, 0.1, 0.0], [-0.3, -0.2, 0.2], [-0.1, -0.2, 0.1], [-0.4, 0.3, 0.1], [0.4, -0.1, -0.1], [0.0, 0.0, -0.1], [0.2, 0.1, 0.0], [0.1, 0.1, 0.0], [-0.1, 0.1, 0.0], [0.1, 0.0, 0.0], [-0.2, 0.2, 0.1], [0.0, -0.1, 0.1], [0.0, 0.0, 0.0], [0.1, -0.2, -0.2], [0.0, 0.0, 0.1], [0.1, -0.1, -0.1], [-0.1, -0.1, 0.0], [0.2, -0.1, 0.0], [0.1, -0.1, -0.2], [0.0, 0.0, 0.0], [-0.1, 0.1, 0.0], [-0.1, 0.0, 0.1], [-0.1, 0.0, 0.0], [0.0, -0.1, -0.1], [-0.1, 0.1, 0.1], [0.1, -0.3, -0.2], [0.1, 0.0, 0.1], [0.0, 0.0, 0.1], [-0.1, 0.3, 0.0], [0.1, -0.1, 0.0], [-0.1, 0.1, 0.0], [0.2, 0.0, 0.0], [-0.1, -0.1, 0.1], [-0.1, 0.1, 0.0], [0.0, 0.0, 0.0], [0.1, 0.0, -0.1], [0.2, 0.0, 0.0], [0.1, 0.0, 0.0], [-0.1, 0.1, 0.0], [0.1, 0.0, 0.0], [-0.2, 0.2, 0.1], [0.0, -0.1, 0.1], [0.1, 0.0, 0.1], [0.1, -0.1, -0.2], [-0.1, 0.0, 0.1], [0.0, 0.0, -0.1], [-0.1, -0.1, 0.1], [-0.2, 0.0, 0.0], [-0.1, -0.1, -0.2], [0.1, 0.0, 0.1], [0.0, 0.0, 0.1], [0.2, 0.1, 0.1], [0.1, 0.1, 0.0], [0.0, -0.1, -0.1], [0.0, 0.0, 0.1], [0.0, -0.1, -0.3], [0.0, 0.1, 0.0], [0.0, 0.1, 0.0], [0.0, -0.1, 0.3], [-0.1, 0.0, -0.1], [0.0, -0.1, 0.1], [-0.1, 0.0, 0.0], [-0.1, 0.1, 0.2], [0.2, -0.1, 0.1], [-0.1, 0.1, 0.1], [0.0, 0.1, -0.3], [-0.1, -0.2, -0.2], [0.0, -0.1, -0.1], [0.1, 0.0, 0.1], [-0.1, 0.0, -0.1], [0.2, -0.2, 0.2], [0.0, 0.0, 0.0], [-0.1, 0.0, 0.0], [0.0, 0.2, -0.2], [0.0, 0.0, 0.1], [0.0, 0.1, -0.1], [0.0, 0.1, 0.1], [0.1, -0.1, -0.1], [-0.1, 0.1, -0.2], [0.1, 0.0, 0.1], [0.0, 0.0, 0.1], [-0.1, -0.1, 0.2], [-0.1, -0.1, 0.1], [-0.1, 0.1, -0.1], [0.0, 0.0, 0.1], [-0.2, 0.1, -0.2], [0.0, -0.1, -0.1], [0.0, -0.1, 0.0], [0.2, 0.0, 0.2], [0.0, 0.0, -0.1], [0.1, 0.1, 0.1], [0.1, -0.1, -0.1]],
  "multiplicity": 1,
  "lumo_ev": 1.860,
  "charge": -1,
  "gap_ev": 7.0
}


# 2
{
  "formula": "C2H5BO",
  "method": "ωB97M-V/def2-TZVPD",
  "symbols": ["B", "C", "C", "O", "H", "H", "H", "H", "H"],
  "coordinates": [[-0.8697, -0.2867, -0.4042], [1.6922, -0.3300, 0.0960], [0.4673, 0.4295, -0.2101], [2.8069, 0.0800, -0.0956], [-1.8931, 0.1879, -0.7929], [-0.7451, -1.2993, 0.0413], [1.5409, -1.4697, 0.2849], [0.6208, 1.2358, -0.9394], [0.1179, 1.1888, 0.7543]],
  "atomic_forces_ev_per_a": [[0.2, 1.3, 0.1], [-6.0, -4.0, 1.4], [-0.9, 3.4, 1.0], [5.6, 2.0, -0.9], [0.3, 0.0, -0.1], [-0.7, -2.5, 0.6], [0.5, 1.6, -0.3], [0.3, -0.1, -0.1], [0.5, -1.6, -1.7]],
  "relative_energy_kcal_mol": 38.3,
  "multiplicity": 3,
  "lumo_ev": [0.372, -2.462],
  "gap_ev": [6.7, 9.1]
}


# 3
{
  "formula": "CHNO5S",
  "method": "ωB97M-V/def2-TZVPD",
  "symbols": ["C", "N", "O", "O", "O", "O", "O", "S", "H"],
  "coordinates": [[1.3769, 2.3952, -1.0702], [0.4149, 2.6218, -2.1709], [1.0944, 1.2371, -0.6022], [2.1593, 3.1682, -0.7006], [0.8014, 3.0857, -3.2132], [-1.1143, 0.3503, 0.0462], [0.2060, -0.9580, -1.5721], [-0.2713, 0.3741, -1.3445], [-0.6612, -0.1454, 0.7692]],
  "atomic_forces_ev_per_a": [[-0.7, 0.3, -2.3], [-0.7, 1.9, -1.8], [-0.5, -2.8, 1.1], [1.8, 1.7, 1.0], [0.3, -0.6, 1.4], [0.5, 0.0, -0.2], [0.5, 0.3, 0.0], [-1.0, -1.2, 1.4], [-0.2, 0.3, -0.6]],
  "relative_energy_kcal_mol": 24.4,
  "multiplicity": 1,
  "lumo_ev": [-1.584, -1.561],
  "gap_ev": [8.2, 8.2]
}


# 4
{
  "formula": "C2H3OS",
  "method": "ωB97M-V/def2-TZVPD",
  "symbols": ["C", "C", "O", "S", "H", "H", "H"],
  "coordinates": [[-0.9634, 1.0279, -0.6851], [0.7131, -0.8517, 0.2905], [-0.9366, 0.9471, -1.8749], [-1.4670, 1.8037, 0.6095], [1.7960, -0.5479, 0.2454], [0.5821, -1.9465, 0.2312], [0.2757, -0.4326, 1.1835]],
  "atomic_forces_ev_per_a": [[1.1, -1.1, -2.7], [0.2, 0.8, -0.3], [-0.1, -0.1, 1.7], [-0.3, 0.3, 1.1], [-0.9, -0.3, -0.2], [0.0, 0.4, -0.1], [-0.1, -0.1, 0.5]],
  "relative_energy_kcal_mol": 53.3,
  "multiplicity": 1,
  "lumo_ev": [3.594, 3.593],
  "charge": -1,
  "gap_ev": [5.5, 5.5]
}


# 5
{
  "formula": "C4H5NO",
  "method": "ωB97M-V/def2-TZVPD",
  "symbols": ["N", "C", "C", "O", "C", "C", "H", "H", "H", "H", "H"],
  "coordinates": [[-1.3583, 0.6897, 0.8829], [-0.2175, 0.1425, 0.1669], [-0.7631, -0.7376, -0.7142], [0.2915, -1.2841, -1.4062], [1.4447, -0.7249, -0.9308], [1.2063, 0.1813, 0.0604], [-1.4269, 0.4597, 1.8760], [-1.5407, 1.6872, 0.7556], [-1.9533, -0.1048, 0.0992], [2.3673, -1.0664, -1.3882], [1.9499, 0.7573, 0.5983]],
  "atomic_forces_ev_per_a": [[-0.2, 0.0, 0.1], [-0.1, -0.2, -0.2], [0.3, 0.1, 0.1], [0.1, 0.1, 0.1], [0.1, 0.1, 0.1], [0.0, -0.1, -0.1], [0.0, 0.0, -0.3], [0.0, -0.3, -0.1], [0.2, 0.4, 0.3], [-0.2, 0.1, 0.1], [-0.2, -0.1, -0.1]],
  "relative_energy_kcal_mol": 95.6,
  "multiplicity": 1,
  "lumo_ev": 0.532,
  "gap_ev": 8.7
}


# 6
{
  "formula": "C5H8Br2",
  "method": "ωB97M-V/def2-TZVPD",
  "symbols": ["C", "C", "C", "C", "C", "Br", "Br", "H", "H", "H", "H", "H", "H", "H", "H"],
  "coordinates": [[1.4787, 0.1130, 1.0922], [0.7222, -0.8834, 1.3597], [2.9688, 0.1731, 1.2659], [-2.1668, -0.0855, -2.0987], [-2.1134, -0.0378, -0.6102], [-3.5211, -0.9238, 0.3159], [-1.6676, 1.6683, 0.1148], [1.0350, 1.0428, 0.7021], [-0.2353, -1.3351, 1.3814], [3.4394, 0.4690, 0.3303], [3.3541, -0.7969, 1.5694], [3.2213, 0.9101, 2.0258], [-1.2515, 0.3424, -2.5047], [-2.2474, -1.1233, -2.4245], [-3.0163, 0.4670, -2.5195]],
  "atomic_forces_ev_per_a": [[0.4, 1.4, -0.4], [0.0, -1.2, 0.4], [0.0, -0.2, 0.0], [0.2, -0.3, 0.0], [-0.7, 0.7, 0.1], [0.5, 0.1, -0.2], [-0.1, -0.4, -0.1], [0.0, -0.2, 0.1], [-0.6, 0.0, 0.0], [0.1, 0.0, 0.0], [0.1, 0.0, 0.0], [0.1, 0.1, 0.0], [0.0, 0.0, 0.0], [0.0, 0.0, 0.0], [0.0, 0.0, 0.2]],
  "relative_energy_kcal_mol": 0.0,
  "multiplicity": 3,
  "lumo_ev": [0.590, -0.814],
  "gap_ev": [8.7, 8.9]
}